1.
ORCA calculation (ωB97M-V/def2-TZVPD) on a 8-piece molecular cluster, C36H58F18N4O12 overall.

Highest occupied orbital energy ... -0.89 eV
Total charge ... -4
E ... -117713.0581 eV

Cartesian coordinates (Å):
C (1.466, 5.136, -2.017)
C (0.399, 4.126, -1.704)
N (0.899, 2.967, -0.962)
C (0.793, 1.675, -1.381)
C (1.417, 0.924, -0.408)
N (1.909, 1.787, 0.560)
C (1.614, 3.020, 0.148)
C (2.736, 1.522, 1.787)
H (2.242, 4.572, -2.593)
H (1.867, 5.499, -1.064)
H (1.099, 5.904, -2.663)
H (-0.152, 3.735, -2.552)
H (-0.335, 4.557, -1.044)
H (0.248, 1.460, -2.327)
H (1.684, -0.161, -0.340)
H (1.832, 3.941, 0.649)
H (2.921, 2.449, 2.216)
H (3.694, 1.043, 1.532)
H (2.131, 0.995, 2.511)
C (-3.432, -2.939, 1.153)
C (-2.825, -3.523, -0.141)
N (-2.714, -2.481, -1.148)
C (-1.542, -1.782, -1.470)
C (-1.856, -0.726, -2.264)
N (-3.235, -0.684, -2.335)
C (-3.712, -1.735, -1.751)
C (-4.163, 0.283, -3.031)
H (-3.748, -3.728, 1.888)
H (-4.273, -2.197, 0.943)
H (-2.580, -2.365, 1.609)
H (-3.531, -4.274, -0.602)
H (-1.829, -3.924, -0.098)
H (-0.562, -2.071, -1.082)
H (-1.194, -0.039, -2.848)
H (-4.748, -2.067, -1.646)
H (-3.926, 1.264, -2.602)
H (-5.143, -0.036, -2.751)
H (-3.937, 0.438, -4.068)
C (3.382, -3.244, -0.373)
O (4.295, -3.455, -1.536)
O (2.446, -2.319, -0.559)
C (2.846, -4.668, -0.071)
F (2.500, -5.354, -1.162)
F (3.786, -5.424, 0.623)
F (1.708, -4.671, 0.663)
C (4.079, -2.731, -2.730)
C (2.877, -3.311, -3.465)
H (2.675, -2.839, -4.435)
H (3.085, -4.361, -3.783)
H (1.998, -3.338, -2.846)
H (4.929, -2.795, -3.347)
H (3.879, -1.623, -2.614)
H (4.054, -3.116, 0.564)
C (-6.580, -5.105, 2.831)
O (-6.127, -4.899, 4.192)
O (-5.621, -4.869, 1.928)
C (-7.081, -6.616, 2.819)
F (-8.286, -6.754, 2.231)
F (-6.225, -7.470, 2.191)
F (-7.398, -7.132, 4.051)
C (-4.929, -5.647, 4.533)
C (-4.583, -5.331, 5.940)
H (-3.613, -5.811, 6.107)
H (-4.615, -4.248, 6.094)
H (-5.274, -5.817, 6.637)
H (-4.245, -5.260, 3.756)
H (-5.064, -6.717, 4.347)
H (-7.467, -4.492, 2.871)
C (-0.523, 2.004, -5.304)
O (-1.005, 1.133, -6.308)
O (-0.402, 1.522, -4.113)
C (0.842, 2.531, -5.849)
F (0.882, 2.990, -7.128)
F (1.306, 3.575, -5.097)
F (1.799, 1.654, -5.698)
C (-2.293, 0.531, -5.918)
C (-2.812, -0.164, -7.164)
H (-2.746, 0.456, -8.056)
H (-2.122, -0.981, -7.398)
H (-3.810, -0.586, -6.948)
H (-2.941, 1.297, -5.525)
H (-2.141, -0.268, -5.167)
H (-1.212, 2.897, -5.436)
C (2.311, 5.951, 2.052)
O (0.978, 5.930, 1.464)
O (3.086, 5.062, 1.566)
C (2.877, 7.338, 1.670)
F (2.118, 8.320, 2.339)
F (4.130, 7.546, 2.146)
F (2.948, 7.673, 0.375)
C (-0.039, 6.207, 2.448)
C (-1.444, 6.398, 1.876)
H (-1.306, 7.254, 1.224)
H (-1.741, 5.456, 1.378)
H (-2.122, 6.618, 2.771)
H (0.245, 7.177, 2.859)
H (-0.071, 5.453, 3.284)
H (2.232, 6.097, 3.109)
C (-6.687, 2.472, -4.763)
O (-6.971, 2.985, -3.424)
O (-5.734, 1.642, -4.820)
C (-8.065, 1.898, -5.316)
F (-7.857, 1.347, -6.537)
F (-8.587, 0.851, -4.571)
F (-9.070, 2.777, -5.516)
C (-5.849, 3.722, -2.920)
C (-5.902, 3.836, -1.401)
H (-5.203, 4.661, -1.135)
H (-6.871, 4.147, -1.040)
H (-5.668, 2.887, -0.822)
H (-5.747, 4.717, -3.447)
H (-4.862, 3.269, -3.184)
H (-6.573, 3.357, -5.489)
C (11.122, -1.762, 7.588)
O (11.370, -3.118, 6.823)
O (11.095, -1.901, 8.828)
C (12.230, -0.817, 7.116)
F (13.492, -1.204, 7.371)
F (12.176, -0.509, 5.775)
F (12.167, 0.422, 7.719)
C (10.648, -4.222, 7.387)
C (11.602, -5.322, 7.641)
H (12.298, -4.969, 8.402)
H (11.016, -6.217, 7.979)
H (12.138, -5.484, 6.727)
H (9.890, -4.492, 6.618)
H (10.290, -3.798, 8.303)
H (10.140, -1.385, 7.096)

Atoms 1-3, force components in eV/Å:
1.2 -1.7 -0.1
-0.9 -0.1 0.5
0.7 0.1 -0.4

---

2.
ORCA calculation (ωB97M-V/def2-TZVPD) on a 2-piece molecular cluster, C6H8N2O2 overall.

Highest occupied orbital energy ... -9.46 eV
SMILES ... N#CC1=CC(=O)CCN1.O
Energy relative to the best compared isomer or geometry (same formula, charge and spin) ... 62.1 kcal/mol
E ... -13424.6788 eV

Cartesian coordinates (Å):
N (-1.704, -2.454, 1.991)
C (-1.262, -1.673, 1.265)
C (-0.739, -0.674, 0.324)
C (-0.186, -1.162, -0.865)
C (1.099, -0.712, -1.335)
O (1.659, -1.193, -2.324)
C (1.807, 0.328, -0.483)
C (0.825, 1.236, 0.236)
N (-0.202, 0.463, 0.947)
H (-0.640, -2.039, -1.325)
H (2.443, -0.213, 0.237)
H (2.471, 0.927, -1.119)
H (1.330, 1.878, 0.965)
H (0.313, 1.889, -0.488)
H (-0.082, 0.422, 1.954)
O (-2.700, 0.799, 0.164)
H (-1.795, 1.310, 0.650)
H (-2.636, 0.868, -0.794)

Atoms 1-3, force components in eV/Å:
0.5 0.5 -0.4
-1.4 0.5 -0.5
3.4 -1.6 0.2

---

3.
ORCA calculation (ωB97M-V/def2-TZVPD) on a 5-piece molecular cluster, C15H36FNO10 overall.

Highest occupied orbital energy ... -6.65 eV
Energy relative to the best compared isomer or geometry (same formula, charge and spin) ... 63.0 kcal/mol
E ... -40807.4542 eV

Cartesian coordinates (Å):
N (38.896, 52.954, 47.170)
H (38.201, 53.368, 47.983)
H (39.990, 53.105, 47.488)
H (38.789, 53.621, 46.549)
H (38.588, 51.864, 47.159)
O (36.113, 52.137, 47.188)
H (36.106, 51.311, 47.491)
C (34.969, 51.018, 50.505)
C (35.886, 52.266, 50.654)
O (36.623, 51.962, 51.787)
C (36.156, 50.782, 52.358)
O (36.489, 50.226, 53.431)
O (35.236, 50.204, 51.633)
F (35.034, 53.316, 50.946)
H (35.321, 50.493, 49.677)
H (33.899, 51.404, 50.418)
H (36.427, 52.547, 49.868)
C (37.783, 57.218, 46.734)
O (38.731, 56.310, 46.385)
C (39.496, 56.602, 45.215)
C (40.709, 55.708, 45.079)
O (40.451, 54.485, 45.129)
C (40.345, 53.856, 43.791)
C (40.412, 52.361, 43.818)
O (39.263, 51.788, 44.599)
C (39.122, 50.407, 44.551)
H (37.238, 57.264, 45.789)
H (38.095, 58.164, 47.305)
H (37.040, 56.697, 47.322)
H (39.753, 57.585, 44.961)
H (38.832, 56.312, 44.237)
H (41.502, 55.737, 45.649)
H (41.317, 56.061, 44.308)
H (41.432, 53.960, 43.203)
H (39.588, 54.234, 43.032)
H (41.378, 52.094, 44.290)
H (40.335, 52.006, 42.914)
H (38.323, 49.926, 45.196)
H (39.864, 49.864, 44.631)
H (38.872, 50.086, 43.560)
C (40.178, 55.677, 49.579)
O (40.186, 54.293, 49.476)
C (39.863, 53.898, 50.830)
C (39.911, 52.406, 50.880)
O (39.157, 51.944, 50.011)
C (38.961, 50.541, 50.054)
C (40.123, 49.857, 49.373)
O (40.359, 50.554, 48.206)
C (41.544, 50.129, 47.515)
H (39.309, 56.277, 49.549)
H (40.853, 56.076, 48.581)
H (40.849, 56.140, 50.394)
H (38.781, 54.344, 50.963)
H (40.302, 54.366, 51.580)
H (39.502, 52.135, 51.923)
H (41.003, 52.218, 50.654)
H (38.054, 50.288, 49.444)
H (38.882, 50.010, 51.084)
H (39.806, 48.834, 49.166)
H (40.904, 49.766, 50.098)
H (42.458, 50.485, 48.098)
H (41.514, 50.465, 46.496)
H (41.336, 48.960, 47.538)

Atoms 1-3, force components in eV/Å:
1.6 -4.0 8.9
2.1 -1.7 -2.1
-3.7 -0.8 -0.5

---

4.
ORCA calculation (ωB97M-V/def2-TZVPD) on C26H42Cl3N4O4RhSi as an isolated structure.

Highest occupied orbital energy (spin up / spin down) ... -7.38 / -8.58 eV
E ... -90248.3259 eV
Multiplicity ... 5

Cartesian coordinates (Å):
C (-3.200, 3.762, -0.774)
C (-2.699, 3.661, -2.164)
H (-3.095, 4.781, -0.399)
H (-2.669, 3.048, -0.131)
H (-4.270, 3.516, -0.717)
C (-2.697, 4.673, -3.058)
C (-3.113, 6.059, -2.745)
H (-2.441, 4.490, -4.102)
H (-2.709, 6.397, -1.787)
H (-4.201, 6.152, -2.709)
H (-2.778, 6.721, -3.543)
Rh (-0.251, -1.451, 2.677)
Cl (-1.731, -3.165, 3.050)
Cl (-1.979, -0.436, 1.546)
C (-0.106, -2.935, 0.161)
O (0.691, -2.422, 1.001)
N (0.410, -3.456, -0.948)
C (1.806, -3.195, -1.295)
C (-0.446, -4.098, -1.922)
H (-1.198, -2.968, 0.314)
H (2.453, -3.290, -0.413)
H (1.923, -2.183, -1.718)
H (2.092, -3.924, -2.057)
H (-1.320, -4.505, -1.407)
H (0.107, -4.901, -2.410)
H (-0.786, -3.386, -2.684)
H (0.286, 2.683, 4.878)
H (0.151, 2.696, 2.113)
C (1.370, 2.673, 4.711)
C (1.246, 2.795, 2.247)
N (1.675, 2.043, 3.431)
H (1.841, 2.112, 5.517)
C (1.761, 0.703, 3.379)
O (1.484, -0.027, 2.397)
H (1.775, 2.444, 1.352)
H (2.111, 0.273, 4.327)
H (1.760, 3.693, 4.702)
H (1.489, 3.852, 2.414)
O (-1.223, 1.809, -1.629)
C (-2.228, 2.254, -2.558)
C (-0.841, 2.786, -4.675)
C (-1.922, 2.144, -4.057)
H (-0.105, 3.294, -4.051)
C (-0.770, 2.834, -6.071)
H (-3.089, 1.599, -2.348)
C (-2.925, 1.567, -4.843)
H (0.086, 3.327, -6.534)
C (-1.787, 2.277, -6.848)
C (-2.880, 1.660, -6.232)
H (-3.756, 1.087, -4.334)
H (-1.710, 2.302, -7.934)
H (-3.693, 1.241, -6.824)
Si (0.095, 0.789, -1.863)
Cl (-0.729, -0.013, 4.436)
C (1.480, 1.793, -2.610)
C (-0.319, -0.475, -3.194)
C (0.591, 0.195, -0.209)
H (1.314, 2.073, -3.659)
H (2.382, 1.169, -2.572)
H (1.670, 2.694, -2.014)
H (0.437, 0.945, 0.567)
H (1.604, -0.206, -0.191)
H (-0.127, -0.581, 0.043)
H (-0.550, 0.019, -4.152)
H (-1.177, -1.102, -2.932)
H (0.540, -1.135, -3.371)
N (3.142, -6.880, 6.153)
C (3.326, -5.532, 6.293)
O (4.137, -5.077, 7.099)
C (2.544, -4.641, 5.370)
C (1.910, -5.044, 4.190)
C (1.224, -4.105, 3.415)
N (1.113, -2.805, 3.775)
C (1.733, -2.407, 4.893)
C (2.493, -3.280, 5.684)
H (3.627, -7.467, 6.811)
H (2.370, -7.274, 5.645)
H (1.893, -6.077, 3.855)
H (0.743, -4.404, 2.488)
H (1.651, -1.362, 5.189)
H (2.989, -2.874, 6.563)

Atoms 1-3, force components in eV/Å:
-0.1 0.0 0.5
0.6 0.1 -1.6
0.0 -0.1 0.2

---

5.
ORCA calculation (ωB97M-V/def2-TZVPD) on one molecule with the formula C10H20N2Si.

Highest occupied orbital energy ... -8.08 eV
SMILES ... CC[Si](CC)(CC)n1ccnc1C
Energy relative to the best compared isomer or geometry (same formula, charge and spin) ... 0.0 kcal/mol
E ... -21552.5197 eV

Cartesian coordinates (Å):
C (2.613, -0.011, 1.677)
C (1.096, -0.359, 1.593)
Si (0.191, -0.131, -0.087)
C (0.464, 1.454, -0.896)
C (0.101, 2.552, 0.040)
C (0.546, -1.429, -1.385)
C (0.450, -2.854, -0.757)
N (-1.537, -0.238, 0.409)
C (-2.036, -0.682, 1.599)
C (-3.420, -0.387, 1.621)
N (-3.729, 0.267, 0.484)
C (-2.661, 0.364, -0.228)
C (-2.633, 1.026, -1.536)
H (3.109, -0.219, 0.781)
H (2.661, 0.981, 1.940)
H (3.070, -0.779, 2.396)
H (0.487, 0.191, 2.411)
H (1.004, -1.439, 1.773)
H (1.502, 1.597, -1.151)
H (-0.232, 1.497, -1.751)
H (-0.924, 2.502, 0.408)
H (0.842, 2.566, 0.919)
H (0.114, 3.511, -0.356)
H (-0.269, -1.430, -2.216)
H (1.528, -1.213, -1.867)
H (1.396, -3.193, -0.394)
H (-0.298, -2.850, -0.055)
H (0.301, -3.550, -1.484)
H (-1.415, -1.258, 2.284)
H (-4.171, -0.642, 2.382)
H (-2.079, 1.991, -1.491)
H (-2.244, 0.318, -2.388)
H (-3.648, 1.208, -1.756)

Atoms 1-3, force components in eV/Å:
-1.6 -3.6 1.4
-0.8 0.2 0.1
0.0 -1.0 0.8